The following is a quantum chemistry calculation of a single C27H24N2O6 molecule, from OMol25.

```
59
C27H24N2O6 | OMol25 | ωB97M-V/def2-TZVPD
C 5.594 -2.577 -4.038
C 5.234 -2.482 -2.563
O 3.854 -2.184 -2.477
C 3.285 -2.035 -1.253
C 3.951 -2.163 -0.039
C 3.254 -1.991 1.148
C 1.907 -1.694 1.143
C 1.235 -1.565 -0.069
C -0.245 -1.255 -0.071
C -0.547 0.030 0.660
C -0.147 1.237 0.190
O 0.475 1.274 -1.008
C -0.358 2.515 0.876
C -0.097 2.664 2.238
C -0.254 3.893 2.841
C -0.688 4.994 2.110
C -0.982 4.844 0.749
C -0.790 3.615 0.139
O -1.462 5.879 -0.010
C -1.956 6.949 0.767
C -0.964 7.293 1.876
O -0.804 6.195 2.748
C -1.407 -0.257 1.796
O -1.871 0.499 2.621
C -1.668 -1.764 1.745
O -2.346 -2.424 2.502
N -0.988 -2.242 0.681
C -0.965 -3.635 0.304
C -1.562 -3.814 -1.066
C -2.921 -3.598 -1.272
C -3.424 -3.725 -2.556
N -2.679 -4.040 -3.603
C -1.389 -4.245 -3.406
C -0.779 -4.143 -2.165
C 1.921 -1.736 -1.255
H 6.649 -2.808 -4.147
H 5.380 -1.633 -4.532
H 5.006 -3.357 -4.514
H 5.822 -1.690 -2.079
H 5.446 -3.436 -2.059
H 5.003 -2.396 -0.002
H 3.779 -2.093 2.086
H 1.370 -1.564 2.071
H -0.603 -1.215 -1.110
H 0.712 2.186 -1.231
H 0.249 1.823 2.813
H -0.043 4.030 3.889
H -1.042 3.531 -0.908
H -2.096 7.788 0.085
H -2.919 6.671 1.216
H -1.321 8.124 2.486
H 0.004 7.555 1.427
H -1.557 -4.164 1.057
H 0.067 -4.003 0.322
H -3.563 -3.335 -0.445
H -4.475 -3.568 -2.762
H -0.816 -4.498 -4.289
H 0.281 -4.312 -2.055
H 1.420 -1.636 -2.205
```

The energy relative to the best compared isomer or geometry (same formula, charge and spin) comes out at 236.5 kJ/mol. As for the LUMO energy: -0.25 eV. Its calculated total energy is -43653.31179 eV. As for the SMILES: CCOc1cccc([C@@H]2/C(=C(\O)c3ccc4c(c3)OCCO4)C(=O)C(=O)N2Cc2ccncc2)c1. As for the frontier orbital gap: 8.18 eV. The HOMO energy comes out at -8.43 eV. As for the charge: 0. The molar mass is 472.497 g mol⁻¹.

The following is a quantum chemistry calculation of a molecular structure, C27H25AsCrN4O5SSe, from OMol25.

```
65
C27H25AsCrN4O5SSe | OMol25 | ωB97M-V/def2-TZVPD
Cr 0.100 -0.129 -1.874
O -1.991 -2.375 -0.094
Se -1.605 -2.206 -1.643
O -2.232 -3.284 -2.625
O -1.832 -0.606 -2.105
O 0.091 -2.101 -1.730
O -0.144 0.168 0.043
As -0.446 -0.518 1.529
C 0.485 0.736 2.669
C 1.045 1.881 2.120
C 1.697 2.790 2.942
C 1.792 2.554 4.304
C 1.234 1.406 4.853
C 0.579 0.498 4.036
C -2.258 -0.322 2.140
C -3.131 -1.369 2.408
C -4.396 -1.091 2.904
C -4.798 0.221 3.106
C -3.932 1.266 2.821
C -2.655 0.995 2.355
C 0.496 -2.151 1.830
C 1.749 -2.215 1.236
C 2.534 -3.341 1.425
C 2.072 -4.385 2.213
C 0.824 -4.306 2.815
C 0.028 -3.186 2.624
H 0.962 2.054 1.054
H 2.128 3.686 2.513
H 2.300 3.264 4.943
H 1.311 1.218 5.916
H 0.147 -0.398 4.469
H -2.853 -2.388 2.181
H -5.078 -1.905 3.111
H -5.791 0.431 3.484
H -4.245 2.291 2.969
H -1.970 1.811 2.155
H 2.101 -1.400 0.614
H 3.507 -3.402 0.954
H 2.686 -5.265 2.359
H 0.462 -5.122 3.427
H -0.951 -3.137 3.087
N 1.704 -2.011 -4.065
C 1.011 -1.033 -4.706
C 1.103 -0.873 -6.104
C 0.393 0.122 -6.718
C -0.419 0.964 -5.951
C -0.440 0.767 -4.595
N 0.278 -0.185 -3.968
H 2.101 -2.722 -4.654
H 1.279 -2.346 -3.203
H 1.725 -1.554 -6.669
H 0.452 0.246 -7.792
H -1.014 1.746 -6.396
H -1.050 1.387 -3.953
S 2.490 0.351 -1.632
C 1.725 1.886 -1.561
N 2.383 3.008 -1.166
C 1.691 4.218 -0.983
C 0.345 4.230 -1.258
C -0.282 3.082 -1.710
N 0.451 1.915 -1.878
H 3.342 2.909 -0.884
H 2.267 5.063 -0.646
H -0.217 5.142 -1.123
H -1.339 3.022 -1.921
```

The energy relative to the best compared isomer or geometry (same formula, charge and spin) comes out at 0.0 kJ/mol. Its expectation value of S² is 6.048. As for the LUMO energy (alpha / beta): 0.45 / 0.37 eV. As for the spin multiplicity: 5. Its calculated total energy is -210044.22584 eV. As for the frontier orbital gap (alpha / beta): 6.62 / 8.85 eV. The HOMO energy (alpha / beta) comes out at -6.17 / -8.48 eV. As for the charge: 0. The molar mass is 723.465 g mol⁻¹.

The following is a quantum chemistry calculation of 3 unconnected molecules or ions with the total composition C27H25Br2F3N4O7, from OMol25.

```
68
C27H25Br2F3N4O7 | OMol25 | ωB97M-V/def2-TZVPD
C 2.321 0.594 4.062
C 1.217 0.776 3.032
C 0.588 -0.481 2.375
Br 0.659 -2.110 3.441
C 1.030 -0.709 0.944
C 0.158 -0.285 -0.088
C -1.158 0.395 0.181
O -2.069 -0.503 0.861
C -3.070 0.114 1.507
F -3.683 1.048 0.759
F -2.644 0.735 2.617
F -3.976 -0.790 1.847
C 0.491 -0.444 -1.433
C 1.690 -1.034 -1.769
C 2.541 -1.462 -0.769
C 2.262 -1.309 0.592
C 3.280 -1.782 1.594
C 3.410 -3.312 1.666
N 3.865 -3.712 3.017
C 3.737 -2.052 -1.451
O 4.798 -2.368 -1.031
N 3.427 -2.136 -2.863
Br 3.045 -3.886 -3.416
C 2.275 -1.306 -3.099
O 1.941 -0.882 -4.153
H 2.493 1.563 4.531
H 2.053 -0.081 4.866
H 3.271 0.323 3.619
H 1.642 1.363 2.218
H 0.414 1.374 3.454
H -0.463 -0.289 2.315
H -1.620 0.666 -0.762
H -1.032 1.321 0.738
H -0.179 -0.101 -2.208
H 4.247 -1.395 1.271
H 3.094 -1.419 2.592
H 4.162 -3.625 0.953
H 2.467 -3.794 1.416
H 4.593 -4.411 2.933
H 4.338 -2.921 3.438
O -7.637 1.244 8.496
N -7.454 2.142 7.699
O -7.725 3.309 7.895
C -6.859 1.789 6.399
C -6.568 0.464 6.132
C -6.025 0.134 4.901
C -5.778 1.126 3.962
C -6.070 2.453 4.251
C -6.616 2.791 5.479
H -6.763 -0.302 6.868
H -5.796 -0.898 4.673
H -5.362 0.864 3.001
H -5.875 3.224 3.519
H -6.848 3.820 5.711
O 1.192 1.550 -11.220
N 2.319 1.508 -10.769
O 3.332 1.632 -11.428
C 2.468 1.293 -9.321
C 1.335 1.116 -8.549
C 1.480 0.897 -7.189
C 2.746 0.859 -6.620
C 3.872 1.046 -7.412
C 3.737 1.264 -8.774
H 0.353 1.147 -8.998
H 0.606 0.750 -6.571
H 2.854 0.682 -5.563
H 4.858 1.017 -6.969
H 4.608 1.407 -9.396
```

As for the LUMO energy: -1.18 eV. Its calculated total energy is -196929.20173 eV. As for the SMILES: CC[C@H](Br)c1c(COC(F)(F)F)cc2c(c1CCN)C(=O)N(Br)C2=O.O=[N+]([O-])c1ccccc1.O=[N+]([O-])c1ccccc1. As for the frontier orbital gap: 8.47 eV. The HOMO energy comes out at -9.66 eV. As for the charge: 0. The molar mass is 734.320 g mol⁻¹.

The following is a quantum chemistry calculation of a molecular structure, C27H25BrF10N2OPSSc, from OMol25.

```
69
C27H25BrF10N2OPSSc | OMol25 | ωB97M-V/def2-TZVPD
Sc -0.020 -0.735 0.030
F -7.326 -1.099 0.418
C -6.129 -0.566 0.335
C -5.913 0.740 0.737
F -6.910 1.462 1.202
C -4.641 1.290 0.642
F -4.497 2.557 1.017
C -3.558 0.567 0.159
P -1.885 1.269 -0.025
C -1.651 2.421 1.342
C -1.723 1.917 2.641
C -1.480 2.751 3.719
C -1.151 4.084 3.500
C -1.071 4.582 2.208
C -1.321 3.753 1.123
C -1.917 2.185 -1.578
C -0.890 2.015 -2.504
C -0.908 2.724 -3.697
C -1.948 3.599 -3.968
C -2.975 3.772 -3.047
C -2.965 3.069 -1.855
C -3.813 -0.747 -0.232
Br -2.431 -1.886 -0.889
C -5.066 -1.316 -0.156
F -5.274 -2.568 -0.533
H -1.992 0.879 2.819
H -1.551 2.367 4.728
H -0.962 4.736 4.342
H -0.821 5.621 2.043
H -1.264 4.148 0.116
H -0.066 1.343 -2.300
H -0.111 2.589 -4.416
H -1.963 4.149 -4.899
H -3.785 4.457 -3.258
H -3.764 3.222 -1.142
C 2.172 -3.861 2.545
N 2.604 -4.222 1.194
C 3.516 -5.374 1.146
C 1.999 -3.746 0.111
S 0.332 -3.186 0.271
N 2.578 -3.790 -1.082
C 1.836 -3.607 -2.330
C 4.035 -3.847 -1.252
H 3.028 -3.979 3.207
H 1.365 -4.510 2.885
H 1.848 -2.826 2.579
H 3.201 -6.071 1.921
H 4.549 -5.084 1.335
H 3.440 -5.878 0.188
H 0.824 -3.984 -2.236
H 2.347 -4.168 -3.109
H 1.821 -2.552 -2.615
H 4.531 -3.540 -0.337
H 4.300 -3.146 -2.041
H 4.369 -4.842 -1.543
C 2.894 2.072 -0.916
C 2.490 0.799 -0.191
O 1.389 0.179 -0.787
C 2.086 1.120 1.275
F 1.414 2.240 1.382
F 3.044 1.080 2.160
F 1.140 0.095 1.688
C 3.653 -0.214 -0.191
F 3.843 -0.679 -1.426
F 3.345 -1.272 0.598
F 4.787 0.309 0.247
H 2.022 2.714 -1.023
H 3.269 1.812 -1.904
H 3.672 2.608 -0.372
```

The energy relative to the best compared isomer or geometry (same formula, charge and spin) comes out at 11.6 kJ/mol. As for the LUMO energy: -6.24 eV. Its calculated total energy is -171463.36276 eV. As for the frontier orbital gap: 8.13 eV. The HOMO energy comes out at -14.36 eV. As for the charge: +2. The molar mass is 771.391 g mol⁻¹.